Below is a cluster of 2 separate species, C4H12 in total, with properties calculated with wB97M-V/def2-TZVPD.

Structure (ORCA input):
```
! wB97M-V def2-TZVPD RIJCOSX def2/J DEFGRID3
* xyz -1 2
C -0.74636 0.23483 -1.94371
C -0.00262 -1.07375 -2.24740
H -0.93586 0.80770 -2.85862
H -1.72266 0.14854 -1.45490
H -0.17098 0.84298 -1.24382
H -0.36499 -1.87574 -1.60006
H 1.04516 -0.98529 -1.94505
H -0.02145 -1.32941 -3.30180
C -0.04544 -0.06484 1.62439
C 0.76774 0.87157 2.53103
H -1.10533 0.17178 1.53433
H 0.38419 0.01210 0.62737
H -0.00959 -1.10108 1.96664
H 1.51852 0.30628 3.08697
H 0.13581 1.38464 3.26110
H 1.27385 1.64969 1.96352
*
```

Properties
⟨S²⟩: 0.750
max |F|: 0.86 eV/A
LUMO energy (spin up / spin down): 0.15918 / 0.16829 Ha
gap between HOMO and LUMO (spin up / spin down): 2.8 / 12.3 eV

Partial charges, Löwdin, in e: -0.392 -0.313 0.021 0.024 0.006 0.038 0.024 0.028 -0.295 -0.319 0.031 0.019 0.037 0.037 0.035 0.020


Below is a cluster of 2 separate species, C4H12 in total, with properties calculated with wB97M-V/def2-TZVPD.

Structure (ORCA input):
```
! wB97M-V def2-TZVPD RIJCOSX def2/J DEFGRID3
* xyz 0 1
C 1.37382 0.91587 1.13824
C 2.00893 -0.45008 0.90150
H 2.08584 1.73610 0.99139
H 0.58909 1.20043 0.45134
H 0.98352 1.00133 2.15278
H 1.30264 -1.25783 1.05726
H 2.45067 -0.50280 -0.09114
H 2.78713 -0.58568 1.65578
C -0.99834 -0.24196 -0.70353
C -2.37716 -0.30793 -1.36973
H -1.07559 -0.30808 0.37891
H -0.34956 -1.05451 -1.03330
H -0.56698 0.70300 -1.02472
H -2.86522 -1.26607 -1.19210
H -2.36910 -0.04749 -2.42644
H -2.97969 0.46569 -0.88622
*
```

Properties
max |F|: 1.11 eV/A
SMILES: CC.CC
LUMO energy: 0.04240 Ha
gap between HOMO and LUMO: 12.5 eV

Partial charges, Löwdin, in e: -0.182 -0.166 0.066 0.014 0.068 0.053 0.065 0.061 -0.189 -0.166 0.066 0.068 0.057 0.061 0.061 0.062


Below is a cluster of 2 separate species, C4H12 in total, with properties calculated with wB97M-V/def2-TZVPD.

Structure (ORCA input):
```
! wB97M-V def2-TZVPD RIJCOSX def2/J DEFGRID3
* xyz 0 1
C 0.98142 1.34000 0.42396
C 2.13497 2.19817 0.91263
H 0.36396 0.95094 1.23013
H 0.44493 1.86583 -0.36690
H 1.33110 0.44494 -0.11544
H 2.43076 2.95703 0.19861
H 3.01702 1.62451 1.20793
H 1.84307 2.71621 1.82930
C -2.02711 -1.46408 -1.19408
C -1.07946 -2.06762 -0.14974
H -1.49057 -0.72942 -1.79694
H -2.33945 -2.20796 -1.93522
H -2.88292 -0.97291 -0.73200
H -0.80764 -1.30967 0.58105
H -0.19375 -2.43229 -0.65375
H -1.53711 -2.92973 0.32469
*
```

Properties
max |F|: 1.42 eV/A
SMILES: CC.CC
LUMO energy: 0.04254 Ha
gap between HOMO and LUMO: 12.7 eV

Partial charges, Löwdin, in e: -0.183 -0.177 0.057 0.063 0.061 0.058 0.062 0.060 -0.171 -0.167 0.055 0.061 0.060 0.046 0.058 0.058


Below is a cluster of 2 separate species, C4H12 in total, with properties calculated with wB97M-V/def2-TZVPD.

Structure (ORCA input):
```
! wB97M-V def2-TZVPD RIJCOSX def2/J DEFGRID3
* xyz 0 1
C -0.60264 1.23915 -1.42269
C -1.84284 0.92488 -2.22835
H -0.67988 2.18810 -0.91010
H -0.38945 0.45009 -0.69855
H 0.33619 1.26172 -1.97429
H -2.00235 -0.07263 -2.61148
H -1.95617 1.73958 -2.95779
H -2.76124 1.24342 -1.72045
C 0.93436 -1.16828 1.06857
C 1.43020 -1.12560 2.53011
H 1.23129 -0.22971 0.61081
H 1.66307 -1.80614 0.54954
H -0.04992 -1.60054 0.96173
H 0.59337 -0.82985 3.14063
H 2.12640 -0.28859 2.62923
H 1.96962 -1.92561 3.03309
*
```

Properties
max |F|: 3.12 eV/A
SMILES: CC.CC
LUMO energy: 0.04062 Ha
gap between HOMO and LUMO: 12.2 eV

Partial charges, Löwdin, in e: -0.173 -0.173 0.065 0.028 0.064 0.061 0.063 0.060 -0.165 -0.172 0.050 0.062 0.064 0.049 0.058 0.059


Below is a cluster of 2 separate species, C4H12 in total, with properties calculated with wB97M-V/def2-TZVPD.

Structure (ORCA input):
```
! wB97M-V def2-TZVPD RIJCOSX def2/J DEFGRID3
* xyz 0 1
C -1.93180 1.73328 -1.02598
C -0.89212 2.55968 -0.30021
H -2.93875 1.69258 -0.54951
H -1.97900 2.09718 -2.06005
H -1.64073 0.71706 -1.13245
H 0.07298 2.55868 -0.77144
H -0.61230 2.10444 0.66209
H -1.19586 3.59199 -0.08093
C 1.77818 -1.72908 0.10718
C 1.04419 -2.51831 1.21680
H 2.27266 -2.55954 -0.49710
H 1.01290 -1.31178 -0.53022
H 2.48503 -1.00814 0.46191
H 0.28641 -1.96840 1.78322
H 1.70982 -2.89529 2.01113
H 0.47247 -3.31884 0.78836
*
```

Properties
max |F|: 2.83 eV/A
SMILES: CC.CC
LUMO energy: 0.03790 Ha
gap between HOMO and LUMO: 12.7 eV

Partial charges, Löwdin, in e: -0.175 -0.183 0.077 0.065 0.037 0.051 0.061 0.066 -0.156 -0.184 0.083 0.044 0.047 0.054 0.064 0.048


Below is a cluster of 2 separate species, C4H12 in total, with properties calculated with wB97M-V/def2-TZVPD.

Structure (ORCA input):
```
! wB97M-V def2-TZVPD RIJCOSX def2/J DEFGRID3
* xyz 0 1
C -2.14604 0.79503 0.36759
C -1.02350 1.44322 -0.35848
H -1.84039 0.22728 1.24737
H -3.01583 1.42279 0.51324
H -2.49273 -0.04682 -0.25041
H -1.11597 1.60853 -1.44107
H -0.68675 2.44103 -0.05094
H -0.04327 0.95060 -0.41068
C 1.51241 -1.53587 -0.58387
C 1.58149 -0.68691 0.70972
H 2.24656 -1.14190 -1.28947
H 1.78197 -2.57180 -0.38331
H 0.53623 -1.52369 -1.06198
H 1.94762 0.31451 0.48911
H 2.20716 -1.14518 1.46786
H 0.55105 -0.55083 1.03530
*
```

Properties
max |F|: 3.22 eV/A
SMILES: CC.CC
LUMO energy: 0.04255 Ha
gap between HOMO and LUMO: 12.6 eV

Partial charges, Löwdin, in e: -0.165 -0.195 0.060 0.064 0.069 0.070 0.068 0.030 -0.160 -0.167 0.059 0.057 0.054 0.057 0.060 0.039


Below is a cluster of 2 separate species, C4H12 in total, with properties calculated with wB97M-V/def2-TZVPD.

Structure (ORCA input):
```
! wB97M-V def2-TZVPD RIJCOSX def2/J DEFGRID3
* xyz 0 1
C 1.69384 -1.49904 0.71790
C 1.97260 -0.14110 1.17717
H 2.43781 -2.14511 1.37244
H 0.74708 -1.98567 1.15938
H 1.76482 -1.71314 -0.42135
H 2.70822 0.26728 0.50227
H 1.07879 0.45411 1.21509
H 2.64708 -0.20848 2.04826
C -1.45696 1.24685 -0.40728
C -2.18500 0.51555 -1.55097
H -2.21944 1.96549 -0.01283
H -1.38377 0.55888 0.45336
H -0.46924 1.53847 -0.71186
H -2.15932 1.07694 -2.48117
H -3.32182 0.47986 -1.45089
H -1.85469 -0.41090 -1.60949
*
```

Properties
max |F|: 5.34 eV/A
SMILES: CC.CC
LUMO energy: 0.04048 Ha
gap between HOMO and LUMO: 12.3 eV

Partial charges, Löwdin, in e: -0.229 -0.218 0.091 0.078 0.091 0.062 0.045 0.075 -0.160 -0.167 0.075 0.056 0.053 0.061 0.090 -0.004


Below is a cluster of 2 separate species, C4H12 in total, with properties calculated with wB97M-V/def2-TZVPD.

Structure (ORCA input):
```
! wB97M-V def2-TZVPD RIJCOSX def2/J DEFGRID3
* xyz 0 1
C 1.60328 -0.69375 0.58538
C 1.51725 -0.70585 2.09148
H 1.17496 -1.56232 0.08315
H 1.34346 0.24955 0.12312
H 2.64944 -0.85990 0.29284
H 1.18044 0.23416 2.51125
H 2.45336 -1.06209 2.53610
H 0.88150 -1.51367 2.47878
C -2.28206 0.66175 -1.66407
C -0.91103 0.77813 -1.01385
H -2.54714 1.55034 -2.24139
H -2.31325 -0.18072 -2.35869
H -3.03471 0.60081 -0.87513
H -0.26245 1.33963 -1.70248
H -0.52193 -0.19730 -0.76199
H -0.93115 1.36125 -0.08450
*
```

Properties
max |F|: 1.91 eV/A
SMILES: CC.CC
LUMO energy: 0.04193 Ha
gap between HOMO and LUMO: 12.3 eV

Partial charges, Löwdin, in e: -0.188 -0.168 0.067 0.040 0.065 0.061 0.062 0.063 -0.173 -0.188 0.059 0.064 0.061 0.073 0.032 0.070


Below is a cluster of 2 separate species, C4H12 in total, with properties calculated with wB97M-V/def2-TZVPD.

Structure (ORCA input):
```
! wB97M-V def2-TZVPD RIJCOSX def2/J DEFGRID3
* xyz 0 1
C -0.26225 -1.87916 -0.31294
C 0.13984 -2.06484 1.13147
H 0.27362 -1.18849 -0.87116
H -0.32273 -2.84895 -0.97998
H -1.38497 -1.69291 -0.59349
H -0.39906 -2.75598 1.64136
H 1.12189 -2.62631 1.03767
H 0.32613 -1.20138 1.77313
C 0.21210 1.48427 -0.92415
C -0.09229 2.49088 0.09721
H 0.07504 0.53345 -0.45277
H -0.53003 1.52188 -1.83583
H 1.29751 1.59438 -1.18111
H 0.32547 2.41299 1.15278
H -1.08464 2.45986 0.55532
H 0.31730 3.60458 -0.19543
*
```

Properties
max |F|: 5.45 eV/A
SMILES: CC.CC
LUMO energy: 0.04028 Ha
gap between HOMO and LUMO: 11.9 eV

Partial charges, Löwdin, in e: -0.205 -0.156 -0.005 0.100 0.095 0.016 0.089 0.068 -0.204 -0.241 0.001 0.117 0.086 0.070 0.053 0.117


Below is a cluster of 2 separate species, C4H12 in total, with properties calculated with wB97M-V/def2-TZVPD.

Structure (ORCA input):
```
! wB97M-V def2-TZVPD RIJCOSX def2/J DEFGRID3
* xyz 0 1
C 1.21613 1.91960 0.58805
C 0.22425 1.19949 1.47867
H 1.24399 1.46530 -0.40007
H 0.97168 2.97228 0.44225
H 2.23323 1.93277 0.98314
H -0.50045 1.88575 1.92282
H 0.58721 0.67004 2.35742
H -0.32372 0.44124 0.91263
C -0.57340 -2.19100 -0.59626
C -0.81921 -0.95676 -1.45383
H -0.87124 -2.02322 0.43694
H -1.20477 -3.01751 -0.91870
H 0.47034 -2.45996 -0.73513
H -0.07837 -0.18266 -1.25741
H -1.77259 -0.47872 -1.23913
H -0.80309 -1.17665 -2.52141
*
```

Properties
max |F|: 1.07 eV/A
SMILES: CC.CC
LUMO energy: 0.04348 Ha
gap between HOMO and LUMO: 12.9 eV

Partial charges, Löwdin, in e: -0.163 -0.164 0.045 0.062 0.062 0.063 0.062 0.033 -0.165 -0.179 0.057 0.059 0.064 0.033 0.064 0.064


Below is a cluster of 2 separate species, C4H12 in total, with properties calculated with wB97M-V/def2-TZVPD.

Structure (ORCA input):
```
! wB97M-V def2-TZVPD RIJCOSX def2/J DEFGRID3
* xyz 0 1
C -1.25377 1.21153 1.57028
C -1.69235 1.28263 0.08898
H -2.02016 1.72134 2.17618
H -1.41891 0.21885 1.98539
H -0.28998 1.67144 1.78625
H -0.98816 1.86217 -0.52218
H -2.61568 1.83769 0.00074
H -1.69443 0.28774 -0.34520
C 1.47698 -0.56636 -1.09872
C 1.46980 -1.99493 -0.57264
H 2.36725 -0.40653 -1.72245
H 0.70219 -0.18555 -1.76595
H 1.53199 0.16832 -0.28927
H 1.87055 -2.68565 -1.31050
H 0.49096 -2.40106 -0.32623
H 2.06369 -2.02162 0.34534
*
```

Properties
max |F|: 1.64 eV/A
SMILES: CC.CC
LUMO energy: 0.04222 Ha
gap between HOMO and LUMO: 12.8 eV

Partial charges, Löwdin, in e: -0.168 -0.168 0.056 0.055 0.059 0.058 0.052 0.052 -0.183 -0.165 0.062 0.054 0.056 0.058 0.055 0.065


Below is a cluster of 2 separate species, C4H12 in total, with properties calculated with wB97M-V/def2-TZVPD.

Structure (ORCA input):
```
! wB97M-V def2-TZVPD RIJCOSX def2/J DEFGRID3
* xyz 0 1
C -1.02332 1.10372 1.49722
C -0.27764 -0.00312 2.27659
H -0.61814 1.56894 0.58102
H -1.94673 0.57890 1.15672
H -1.31566 2.01631 2.13323
H -0.56511 -1.04107 1.99845
H -0.21420 0.07453 3.37891
H 0.78810 0.18031 2.12094
C -0.02078 -1.06427 -1.89637
C 1.18374 -0.11889 -1.88707
H 0.46101 -1.94883 -2.34158
H -0.17106 -1.15394 -0.80178
H -0.85362 -0.65971 -2.46280
H 1.72889 -0.12517 -0.96915
H 0.90653 0.93950 -2.08069
H 1.93800 -0.34722 -2.70364
*
```

Properties
max |F|: 2.85 eV/A
SMILES: CC.CC
LUMO energy: 0.04173 Ha
gap between HOMO and LUMO: 12.4 eV

Partial charges, Löwdin, in e: -0.183 -0.186 0.051 0.059 0.081 0.067 0.062 0.047 -0.157 -0.204 0.066 0.056 0.062 0.039 0.063 0.075


Below is a cluster of 2 separate species, C4H12 in total, with properties calculated with wB97M-V/def2-TZVPD.

Structure (ORCA input):
```
! wB97M-V def2-TZVPD RIJCOSX def2/J DEFGRID3
* xyz 0 1
C 0.22881 -2.27090 -1.77357
C -0.69201 -1.05143 -1.58263
H -0.23458 -3.17683 -1.38922
H 0.41174 -2.40733 -2.84334
H 1.22111 -2.16643 -1.33626
H -0.57913 -0.34625 -2.40626
H -0.43028 -0.50433 -0.67749
H -1.72925 -1.37525 -1.56877
C -0.47999 1.49403 1.94402
C 0.93276 1.83627 1.41407
H -0.52316 0.44036 2.20031
H -0.69769 2.09588 2.83198
H -1.25894 1.83274 1.25825
H 1.58149 1.88485 2.28849
H 1.28736 1.04919 0.75134
H 0.93050 2.78661 0.88629
*
```

Properties
max |F|: 1.08 eV/A
SMILES: CC.CC
LUMO energy: 0.04105 Ha
gap between HOMO and LUMO: 12.9 eV

Partial charges, Löwdin, in e: -0.168 -0.159 0.057 0.058 0.056 0.059 0.041 0.060 -0.176 -0.165 0.057 0.057 0.057 0.058 0.047 0.059


Below is a cluster of 2 separate species, C4H12 in total, with properties calculated with wB97M-V/def2-TZVPD.

Structure (ORCA input):
```
! wB97M-V def2-TZVPD RIJCOSX def2/J DEFGRID3
* xyz 0 1
C -1.71954 -1.56697 0.65832
C -2.38194 -0.14939 0.63655
H -2.59659 -2.21397 0.63153
H -1.17848 -1.65746 -0.27944
H -1.05771 -1.69574 1.51024
H -2.67941 0.15132 1.63426
H -3.23928 -0.16658 -0.03672
H -1.73859 0.57865 0.13592
C 2.18154 1.60301 -0.56337
C 1.93513 0.10487 -0.72856
H 1.51095 2.14806 -1.22042
H 1.91631 1.93754 0.44632
H 3.22613 1.88636 -0.69132
H 0.88500 -0.09145 -0.49474
H 2.20173 -0.21372 -1.73530
H 2.50873 -0.45552 -0.00442
*
```

Properties
max |F|: 2.02 eV/A
SMILES: CC.CC
LUMO energy: 0.04085 Ha
gap between HOMO and LUMO: 12.9 eV

Partial charges, Löwdin, in e: -0.159 -0.167 0.057 0.048 0.059 0.056 0.056 0.047 -0.176 -0.163 0.058 0.062 0.060 0.043 0.064 0.057


Below is a cluster of 2 separate species, C4H12 in total, with properties calculated with wB97M-V/def2-TZVPD.

Structure (ORCA input):
```
! wB97M-V def2-TZVPD RIJCOSX def2/J DEFGRID3
* xyz 0 1
C 0.04306 2.65421 0.16996
C -1.18535 1.84909 -0.26685
H -0.28060 3.68012 0.37582
H 0.52876 2.38989 1.10814
H 0.76903 2.65624 -0.64413
H -0.84060 0.89457 -0.66039
H -1.62399 2.36747 -1.11332
H -1.94358 1.61556 0.47757
C 0.02638 -1.74609 -0.03643
C 1.10256 -2.80600 0.11120
H -0.22563 -1.37887 0.96962
H 0.24469 -0.87301 -0.65039
H -0.90554 -2.17943 -0.40569
H 1.57138 -3.12396 -0.82219
H 1.95665 -2.38098 0.65287
H 0.76278 -3.61881 0.73422
*
```

Properties
max |F|: 1.52 eV/A
SMILES: CC.CC
LUMO energy: 0.04129 Ha
gap between HOMO and LUMO: 12.7 eV

Partial charges, Löwdin, in e: -0.168 -0.163 0.057 0.057 0.064 0.024 0.061 0.065 -0.182 -0.175 0.070 0.043 0.064 0.063 0.062 0.058